{"formula": "C22H15KN3O6S", "method": "ωB97M-V/def2-TZVPD", "e_homo_ha": -0.172, "de_lowest_kj_mol": 56.9, "total_charge": -1, "max_force_ha_per_bohr": 0.03661, "e_lumo_ev": 2.41, "total_energy_ev": -66977.052, "symbols": ["K", "S", "O", "O", "O", "O", "O", "O", "N", "N", "N", "C", "C", "C", "C", "C", "C", "C", "C", "C", "C", "C", "C", "C", "C", "C", "C", "C", "C", "C", "C", "C", "C", "H", "H", "H", "H", "H", "H", "H", "H", "H", "H", "H", "H", "H", "H", "H"], "positions_angstrom": [[-0.031, -0.792, 0.812], [-1.779, -3.079, -0.135], [-0.353, -3.153, 0.147], [2.507, -0.084, -3.442], [2.892, 0.005, 3.547], [0.898, 0.294, 2.531], [-2.235, -3.773, -1.319], [0.655, 0.293, -2.248], [-2.071, 1.098, -0.009], [-2.128, -1.559, -0.045], [2.139, 0.212, 0.085], [2.865, 0.156, 1.193], [-4.569, -1.550, -0.305], [-3.412, -4.964, 1.057], [-5.720, 0.579, -0.384], [-2.003, 2.404, -0.004], [-3.281, 0.504, -0.138], [2.753, 0.120, -1.094], [-5.741, -0.791, -0.409], [4.895, -0.031, -0.067], [-3.043, -3.949, 3.614], [-3.134, 3.236, -0.111], [2.139, 0.162, 2.573], [-3.868, -5.049, 3.414], [-2.588, -3.871, 1.264], [-3.324, -0.941, -0.170], [-2.402, -3.356, 2.538], [-4.367, 2.657, -0.228], [4.257, 0.032, 1.155], [1.844, 0.127, -2.277], [4.128, 0.003, -1.227], [-4.484, 1.250, -0.251], [-4.052, -5.557, 2.136], [-6.633, 1.157, -0.473], [4.579, -0.064, -2.206], [1.840, -0.100, -4.139], [-4.615, -2.630, -0.346], [-1.010, 2.832, 0.095], [-5.263, 3.263, -0.302], [4.784, -0.016, 2.097], [5.972, -0.125, -0.130], [-3.537, -5.333, 0.046], [-4.369, -5.509, 4.257], [-1.760, -2.495, 2.683], [-4.698, -6.412, 1.979], [-6.690, -1.303, -0.518], [-2.901, -3.550, 4.611], [-3.020, 4.312, -0.094]]}